This record from OMol25 describes 5 unconnected molecules or ions with the total composition C45H82N6O5S in a non-equilibrium geometry. The level of theory is the ωB97M-V functional and the def2-TZVPD basis.

Bonds (Å) are listed after each position.
Atoms and positions in Å:
1 C 1.352 3.493 -10.186  C2 1.639, H14 1.170, H15 1.188, H16 1.191
2 C 2.987 3.583 -10.252  C1 1.639, O3 1.499, C4 1.639, H17 1.192
3 O 3.338 3.642 -11.709  C2 1.499, H18 1.020
4 C 3.782 2.286 -9.642  C2 1.639, C5 1.639, H19 1.193, H20 1.190
5 C 3.235 1.753 -8.191  C4 1.639, C6 1.672, C13 1.657
6 C 2.940 0.111 -8.081  C5 1.672, C7 1.655, H21 1.189
7 C 2.355 -0.542 -6.676  C6 1.655, C8 1.671, H22 1.172
8 C 2.053 0.477 -5.386  C7 1.671, C9 1.653, H23 1.178
9 C 2.361 2.093 -5.547  C8 1.653, N10 1.519, C13 1.639
10 N 2.164 3.248 -4.581  C9 1.519, S11 1.782
11 S 2.701 4.752 -5.372  N10 1.782, N12 1.769
12 N 3.226 4.261 -6.989  S11 1.769, C13 1.514
13 C 2.954 2.773 -6.916  C5 1.657, C9 1.639, N12 1.514
14 H 0.924 2.717 -9.422  C1 1.170
15 H 0.842 3.279 -11.238  C1 1.188
16 H 0.967 4.575 -9.870  C1 1.191
17 H 3.429 4.580 -9.771  C2 1.192
18 H 2.843 2.833 -12.082  O3 1.020
19 H 3.833 1.356 -10.387  C4 1.193
20 H 4.907 2.633 -9.468  C4 1.190
21 H 3.150 -0.556 -9.043  C6 1.189
22 H 2.155 -1.691 -6.555  C7 1.172
23 H 1.615 0.068 -4.372  C8 1.178
24 C 1.296 -7.158 -3.710  C25 1.554, H35 1.090, H36 1.096, H37 1.098
25 C 2.028 -6.011 -4.461  C24 1.554, C26 1.552, N30 1.504, C34 1.565
26 C 3.416 -5.762 -3.813  C25 1.552, C27 1.527, H38 1.096, H39 1.098
27 C 3.332 -5.049 -2.465  C26 1.527, C28 1.526, H40 1.097, H41 1.096
28 C 2.521 -3.761 -2.581  C27 1.526, C29 1.552, H42 1.099, H43 1.098
29 C 1.117 -3.977 -3.205  C28 1.552, N30 1.502, C32 1.552, C33 1.565
30 N 1.165 -4.779 -4.474  C25 1.504, C29 1.502, O31 1.408
31 O 1.653 -3.935 -5.490  N30 1.408
32 C 0.185 -4.667 -2.173  C29 1.552, H44 1.096, H45 1.098, H46 1.088
33 C 0.441 -2.579 -3.403  C29 1.565, H47 1.097, H48 1.097, H49 1.097
34 C 2.247 -6.609 -5.890  C25 1.565, H50 1.097, H51 1.096, H52 1.095
35 H 1.382 -7.096 -2.626  C24 1.090
36 H 0.233 -7.193 -3.977  C24 1.096
37 H 1.720 -8.137 -3.968  C24 1.098
38 H 4.040 -5.162 -4.486  C26 1.096
39 H 3.944 -6.715 -3.678  C26 1.098
40 H 2.895 -5.709 -1.705  C27 1.097
41 H 4.343 -4.811 -2.117  C27 1.096
42 H 2.426 -3.309 -1.584  C28 1.099
43 H 3.093 -3.044 -3.185  C28 1.098
44 H -0.769 -4.953 -2.632  C32 1.096
45 H -0.049 -3.992 -1.340  C32 1.098
46 H 0.619 -5.548 -1.704  C32 1.088
47 H 1.033 -1.906 -4.035  C33 1.097
48 H 0.319 -2.063 -2.442  C33 1.097
49 H -0.555 -2.682 -3.848  C33 1.097
50 H 1.289 -6.800 -6.388  C34 1.097
51 H 2.786 -7.562 -5.837  C34 1.096
52 H 2.847 -5.959 -6.536  C34 1.095
53 C -0.850 0.802 2.171  C54 1.554, H64 1.090, H65 1.096, H66 1.098
54 C -0.550 -0.559 1.483  C53 1.554, C55 1.552, N59 1.504, C63 1.565
55 C -1.610 -1.609 1.911  C54 1.552, C56 1.527, H67 1.096, H68 1.098
56 C -1.423 -2.104 3.343  C55 1.527, C57 1.526, H69 1.097, H70 1.096
57 C -0.001 -2.613 3.561  C56 1.526, C58 1.552, H71 1.099, H72 1.098
58 C 1.086 -1.580 3.164  C57 1.552, N59 1.502, C61 1.552, C62 1.565
59 N 0.855 -0.991 1.801  C54 1.504, C58 1.502, O60 1.408
60 O 1.220 -1.965 0.852  N59 1.408
61 C 1.150 -0.451 4.227  C58 1.552, H73 1.096, H74 1.098, H75 1.088
62 C 2.490 -2.261 3.294  C58 1.565, H76 1.097, H77 1.097, H78 1.097
63 C -0.753 -0.239 -0.035  C54 1.565, H79 1.097, H80 1.096, H81 1.095
64 H -1.125 0.710 3.221  C53 1.090
65 H 0.003 1.485 2.090  C53 1.096
66 H -1.706 1.305 1.702  C53 1.098
67 H -1.574 -2.472 1.236  C55 1.096
68 H -2.619 -1.186 1.810  C55 1.098
69 H -1.659 -1.309 4.061  C56 1.097
70 H -2.134 -2.914 3.542  C56 1.096
71 H 0.117 -2.901 4.614  C57 1.099
72 H 0.130 -3.536 2.980  C57 1.098
73 H 1.812 0.360 3.904  C61 1.096
74 H 1.546 -0.829 5.179  C61 1.098
75 H 0.181 -0.025 4.480  C61 1.088
76 H 2.585 -3.161 2.676  C62 1.097
77 H 2.676 -2.581 4.327  C62 1.097
78 H 3.292 -1.566 3.017  C62 1.097
79 H -0.021 0.501 -0.383  C63 1.097
80 H -1.751 0.176 -0.218  C63 1.096
81 H -0.674 -1.126 -0.671  C63 1.095
82 C -3.535 6.846 -0.415  C83 1.554, H93 1.090, H94 1.096, H95 1.098
83 C -2.491 5.864 0.184  C82 1.554, C84 1.552, N88 1.504, C92 1.565
84 C -1.127 6.584 0.352  C83 1.552, C85 1.527, H96 1.096, H97 1.098
85 C -0.399 6.810 -0.971  C84 1.527, C86 1.526, H98 1.097, H99 1.096
86 C -0.257 5.502 -1.744  C85 1.526, C87 1.552, H100 1.099, H101 1.098
87 C -1.606 4.764 -1.950  C86 1.552, N88 1.502, C90 1.552, C91 1.565
88 N -2.395 4.635 -0.677  C83 1.504, C87 1.502, O89 1.408
89 O -1.788 3.626 0.095  N88 1.408
90 C -2.449 5.501 -3.025  C87 1.552, H102 1.096, H103 1.098, H104 1.088
91 C -1.318 3.380 -2.622  C87 1.565, H105 1.097, H106 1.097, H107 1.097
92 C -3.069 5.559 1.606  C83 1.565, H108 1.097, H109 1.096, H110 1.095
93 H -3.144 7.457 -1.228  C82 1.090
94 H -4.423 6.313 -0.773  C82 1.096
95 H -3.878 7.569 0.336  C82 1.098
96 H -0.475 6.001 1.013  C84 1.096
97 H -1.273 7.554 0.847  C84 1.098
98 H -0.924 7.558 -1.578  C85 1.097
99 H 0.596 7.224 -0.772  C85 1.096
100 H 0.212 5.711 -2.716  C86 1.099
101 H 0.445 4.854 -1.203  C86 1.098
102 H -3.459 5.081 -3.092  C90 1.096
103 H -1.992 5.402 -4.019  C90 1.098
104 H -2.531 6.574 -2.864  C90 1.088
105 H -0.635 2.755 -2.034  C91 1.097
106 H -0.842 3.512 -3.601  C91 1.097
107 H -2.247 2.819 -2.782  C91 1.097
108 H -4.036 5.046 1.536  C92 1.097
109 H -3.229 6.485 2.170  C92 1.096
110 H -2.398 4.946 2.216  C92 1.095
111 C -1.380 -2.855 9.815  C112 1.554, H122 1.090, H123 1.096, H124 1.098
112 C -0.839 -1.840 8.769  C111 1.554, C113 1.552, N117 1.504, C121 1.565
113 C -0.523 -0.489 9.464  C112 1.552, C114 1.527, H125 1.096, H126 1.098
114 C -1.774 0.305 9.833  C113 1.527, C115 1.526, H127 1.097, H128 1.096
115 C -2.678 0.491 8.618  C114 1.526, C116 1.552, H129 1.099, H130 1.098
116 C -3.033 -0.843 7.910  C115 1.552, N117 1.502, C119 1.552, C120 1.565
117 N -1.825 -1.696 7.643  C112 1.504, C116 1.502, O118 1.408
118 O -1.138 -1.126 6.554  N117 1.408
119 C -4.062 -1.631 8.763  C116 1.552, H131 1.096, H132 1.098, H133 1.088
120 C -3.838 -0.515 6.609  C116 1.565, H134 1.097, H135 1.097, H136 1.097
121 C 0.508 -2.490 8.311  C112 1.565, H137 1.097, H138 1.096, H139 1.095
122 H -2.099 -2.425 10.510  C111 1.090
123 H -1.839 -3.722 9.326  C111 1.096
124 H -0.572 -3.240 10.451  C111 1.098
125 H 0.102 0.130 8.811  C113 1.096
126 H 0.068 -0.664 10.374  C113 1.098
127 H -2.321 -0.190 10.645  C114 1.097
128 H -1.478 1.287 10.221  C114 1.096
129 H -3.595 1.009 8.932  C115 1.099
130 H -2.176 1.167 7.913  C115 1.098
131 H -4.228 -2.635 8.356  C119 1.096
132 H -5.036 -1.124 8.774  C119 1.098
133 H -3.789 -1.726 9.812  C119 1.088
134 H -3.288 0.139 5.921  C120 1.097
135 H -4.771 0.010 6.846  C120 1.097
136 H -4.107 -1.432 6.070  C120 1.097
137 H 0.333 -3.451 7.811  C121 1.097
138 H 1.163 -2.682 9.170  C121 1.096
139 H 1.081 -1.849 7.633  C121 1.095

Values from the calculation:
DFT total energy = -77989.2527 eV
frontier orbital gap (spin up / spin down) = 6.787 / 6.707 eV
2S+1 = 5
M = 819.3 g mol⁻¹
F_max = 7.173 eV/Å
⟨S²⟩ = 6.09
HOMO (spin up / spin down) = -8.16 / -8.10 eV


This record from OMol25 describes 2 unconnected molecules or ions with the total composition C5H12N2 in a non-equilibrium geometry. The level of theory is the ωB97M-V functional and the def2-TZVPD basis.

Bonds (Å) are listed after each position.
Atoms and positions in Å:
1 H 0.733 -2.810 0.235  N2 1.024
2 N 0.737 -1.870 -0.171  H1 1.024, N3 1.267
3 N 0.945 -0.992 0.718  N2 1.267, C4 1.440
4 C 0.947 0.340 0.170  N3 1.440, C5 1.530, C6 1.531, H8 1.100
5 C 1.868 1.211 1.027  C4 1.530, H9 1.088, H10 1.091, H11 1.088
6 C -0.476 0.903 0.153  C4 1.531, C7 1.344, H12 1.085
7 C -1.320 0.709 1.180  C6 1.344, H13 1.080, H14 1.082
8 H 1.317 0.326 -0.867  C4 1.100
9 H 1.495 1.255 2.048  C5 1.088
10 H 2.875 0.791 1.050  C5 1.091
11 H 1.913 2.220 0.621  C5 1.088
12 H -0.616 1.738 -0.525  C6 1.085
13 H -2.227 1.289 1.274  C7 1.080
14 H -1.190 -0.121 1.862  C7 1.082
15 C -1.413 -0.894 -1.719  H16 1.329, H17 1.086, H18 1.088, H19 1.093
16 H -0.376 -1.466 -1.117  C15 1.329
17 H -1.879 -1.848 -1.945  C15 1.086
18 H -2.287 -0.355 -1.360  C15 1.088
19 H -1.046 -0.429 -2.637  C15 1.093

Values from the calculation:
DFT total energy = -8355.7019 eV
frontier orbital gap = 8.810 eV
relative energy (zero: lowest compared OMol25 entry of this formula, charge and spin) = 427.8 kJ/mol
M = 100.2 g mol⁻¹
F_max = 4.354 eV/Å
HOMO = -8.58 eV


This record from OMol25 describes a gas-phase ion, C35H28F2N3 (charge +1) in a non-equilibrium geometry. The level of theory is the ωB97M-V functional and the def2-TZVPD basis.

Bonds (Å) are listed after each position.
Atoms and positions in Å:
1 C 4.739 3.774 -1.984  C2 1.488, H18 1.093, H19 1.094, H20 1.097
2 C 3.471 3.041 -1.729  C1 1.488, C3 1.385, C17 1.396
3 C 2.457 3.599 -0.969  C2 1.385, F4 1.368, C5 1.376
4 F 2.664 4.873 -0.513  C3 1.368
5 C 1.255 2.985 -0.703  C3 1.376, C6 1.426, H21 1.087
6 C 1.045 1.626 -1.083  C5 1.426, C7 1.533, C16 1.424
7 C -0.241 0.923 -0.636  C6 1.533, C8 1.577, C36 1.341
8 C -1.428 1.811 -1.173  C7 1.577, C9 1.449, C15 1.387
9 C -1.391 2.992 -2.010  C8 1.449, C10 1.390, H23 1.097
10 C -2.560 3.673 -2.330  C9 1.390, F11 1.376, C12 1.393
11 F -2.510 4.835 -3.066  C10 1.376
12 C -3.834 3.296 -1.913  C10 1.393, C13 1.493, C14 1.396
13 C -5.081 4.038 -2.264  C12 1.493, H24 1.090, H25 1.095, H26 1.091
14 C -3.840 2.180 -1.074  C12 1.396, C15 1.375, H27 1.096
15 C -2.700 1.500 -0.714  C8 1.387, C14 1.375, H28 1.069
16 C 1.984 1.139 -2.036  C6 1.424, C17 1.377, H29 1.094
17 C 3.179 1.785 -2.263  C2 1.396, C16 1.377, H30 1.081
18 H 5.531 3.096 -2.315  C1 1.093
19 H 4.638 4.522 -2.776  C1 1.094
20 H 5.094 4.317 -1.099  C1 1.097
21 H 0.487 3.558 -0.189  C5 1.087
22 H -0.331 -0.658 -1.086  C36 1.156
23 H -0.479 3.444 -2.418  C9 1.097
24 H -5.952 3.408 -2.081  C13 1.090
25 H -5.221 4.940 -1.659  C13 1.095
26 H -5.102 4.329 -3.316  C13 1.091
27 H -4.797 1.860 -0.647  C14 1.096
28 H -2.763 0.699 -0.009  C15 1.069
29 H 1.773 0.205 -2.565  C16 1.094
30 H 3.937 1.317 -2.875  C17 1.081
31 C -5.420 -1.927 -0.391  C32 1.401, C53 1.405, H54 1.092
32 C -4.458 -1.824 -1.404  C31 1.401, C33 1.404, H55 1.098
33 C -3.108 -1.600 -1.088  C32 1.404, C34 1.403, H56 1.083
34 C -2.770 -1.455 0.266  C33 1.403, N35 1.412, C52 1.403
35 N -1.506 -1.031 0.731  C34 1.412, C36 1.575, N51 1.374
36 C -0.350 -0.254 -0.003  C7 1.341, H22 1.156, N35 1.575, N37 1.569
37 N 0.727 -1.023 0.839  C36 1.569, C38 1.406, C44 1.425
38 C 2.071 -1.188 0.462  N37 1.406, C39 1.389, C43 1.390
39 C 2.447 -1.584 -0.816  C38 1.389, C40 1.405, H57 1.098
40 C 3.815 -1.644 -1.129  C39 1.405, C41 1.392, H58 1.083
41 C 4.754 -1.392 -0.131  C40 1.392, C42 1.396, H59 1.092
42 C 4.364 -1.123 1.181  C41 1.396, C43 1.393, H60 1.096
43 C 3.005 -1.063 1.484  C38 1.390, C42 1.393, H61 1.074
44 C 0.176 -1.881 1.836  N37 1.425, C45 1.507, N51 1.314
45 C 0.820 -2.796 2.845  C44 1.507, C46 1.422, C50 1.417
46 C 0.284 -2.847 4.161  C45 1.422, C47 1.403, H62 1.090
47 C 0.778 -3.722 5.140  C46 1.403, C48 1.398, H63 1.095
48 C 1.803 -4.622 4.831  C47 1.398, C49 1.404, H64 1.098
49 C 2.346 -4.611 3.537  C48 1.404, C50 1.401, H65 1.095
50 C 1.852 -3.728 2.568  C45 1.417, C49 1.401, H66 1.088
51 N -1.135 -1.812 1.799  N35 1.374, C44 1.314
52 C -3.693 -1.736 1.284  C34 1.403, C53 1.390, H67 1.092
53 C -5.034 -1.903 0.960  C31 1.405, C52 1.390, H68 1.088
54 H -6.476 -2.052 -0.639  C31 1.092
55 H -4.756 -1.876 -2.460  C32 1.098
56 H -2.337 -1.496 -1.841  C33 1.083
57 H 1.687 -1.825 -1.572  C39 1.098
58 H 4.117 -1.845 -2.149  C40 1.083
59 H 5.817 -1.400 -0.380  C41 1.092
60 H 5.109 -0.916 1.958  C42 1.096
61 H 2.687 -0.900 2.496  C43 1.074
62 H -0.534 -2.178 4.431  C46 1.090
63 H 0.368 -3.708 6.155  C47 1.095
64 H 2.182 -5.321 5.589  C48 1.098
65 H 3.160 -5.302 3.292  C49 1.095
66 H 2.285 -3.767 1.571  C50 1.088
67 H -3.336 -1.758 2.317  C52 1.092
68 H -5.760 -1.998 1.765  C53 1.088

Values from the calculation:
total charge = +1
DFT total energy = -46643.5489 eV
frontier orbital gap = 5.699 eV
M = 528.6 g mol⁻¹
F_max = 10.595 eV/Å
HOMO = -10.63 eV